The following is a quantum chemistry calculation of a 2-piece molecular cluster, C4H10O3 overall, from OMol25.

Calculated total energy in hartree: -383.95475
HOMO level in Ha: -0.27949
Relative energy (zero: lowest compared OMol25 entry of this formula, charge and spin) in eV: 5.303
2S+1: 1
Structure (SMILES): CO[C@H]1[C@H](O)[C@@H]1O.[H][H]
HOMO-LUMO gap in eV: 8.4

Structure (XYZ):
```
17
Properties=species:S:1:pos:R:3:nbo_charge:R:1
C 2.67 -0.17 -0.21 -0.2467
O 1.54 -0.48 0.58 -0.5364
C 0.27 -0.19 0.05 -0.0225
C -1.44 -0.95 0.22 0.1305
O -2.53 -0.34 -0.37 -0.6879
C -0.71 -0.08 1.12 -0.0478
O -1.35 1.13 1.47 -0.7194
H 3.53 -0.12 0.48 0.1958
H 2.60 0.81 -0.72 0.1669
H 2.87 -0.95 -0.95 0.1722
H 0.27 0.16 -0.96 0.2087
H -1.55 -2.02 0.27 0.1913
H -2.68 0.47 0.17 0.4962
H -0.29 -0.64 1.95 0.2155
H -0.81 1.82 1.09 0.4851
H -0.95 1.04 -2.00 -0.0394
H -1.44 0.51 -2.18 0.0379
```